Entry 1:
{"formula": "C3H3NOS2", "method": "the ωB97M-V functional and the def2-TZVPD basis", "e_tot_ha": -1042.3522, "homo_ev": -9.1, "symbols": ["C", "C", "C", "H", "H", "H", "N", "O", "S", "S"], "coordinates": [[-2.19924, 0.72755, 0.13654], [0.84213, 0.09183, -0.16932], [2.10376, -0.84198, -0.11835], [-1.49157, 1.67742, -0.53787], [-3.27046, 0.92163, 0.47119], [1.89460, -2.01060, -0.00219], [-1.93431, -0.56161, 0.27842], [0.99847, 1.26503, -0.13017], [-0.45991, -1.15931, -0.10030], [3.51653, -0.10997, 0.17204]], "lowdin_charge": [-0.12, -0.78, -0.69, 0.18, 0.07, 0.07, -0.44, 0.01, 0.95, 0.76]}

---

Entry 2:
{"formula": "C7H13N4", "method": "the ωB97M-V functional and the def2-TZVPD basis", "total_charge": 1, "e_tot_ha": -493.1245, "homo_ev": [-11.4, -13.2], "symbols": ["C", "C", "C", "C", "C", "C", "C", "N", "N", "N", "N", "H", "H", "H", "H", "H", "H", "H", "H", "H", "H", "H", "H", "H"], "coordinates": [[1.02998, 1.86480, -3.01652], [-0.47570, 1.79748, -3.13857], [1.46612, 0.70145, -2.60202], [-0.83083, 0.57289, -2.73311], [0.64051, -1.59770, 0.83934], [-1.67126, 0.51043, 1.28382], [-0.10995, 0.56444, 1.51945], [0.37132, -0.13433, -2.42876], [0.88985, -2.85601, 0.76410], [0.30083, -1.33124, -1.99686], [0.43257, -0.75041, 1.78954], [1.71208, 2.69530, -3.44506], [-1.11943, 2.61948, -3.31459], [2.41161, 0.29528, -2.34628], [-1.70649, 0.05863, -2.60000], [-1.78881, -0.16720, 0.34538], [-2.31019, 0.25908, 1.98656], [-1.91164, 1.57496, 1.03750], [0.10170, 1.20696, 2.39893], [0.41160, 0.93699, 0.62337], [0.91504, -3.18022, -0.22250], [0.77920, -3.53301, 1.55078], [1.21176, -1.72375, -1.67390], [0.45906, -0.94885, 2.86313]], "lowdin_charge": [-0.02, 0.01, -0.08, -0.03, -0.18, -0.05, -0.22, -0.21, 0.12, 0.22, -0.01, 0.16, 0.10, 0.12, 0.10, 0.10, 0.00, 0.09, 0.13, 0.11, 0.11, 0.15, 0.07, 0.21]}

---

Question: Which formula does entry 2 have?
Answer: C7H13N4

---

Question: Number 1 is which compound?
Answer: C3H3NOS2

---

Question: Number 1 is which compound?
Answer: C3H3NOS2